The following is a DFT calculation (ωB97M-V with the def2-TZVPD basis set) of 10 unconnected molecules or ions with the total composition C40H78O11.

Geometry (Å):
O -0.241 -1.267 -1.896
C -0.012 -0.532 -0.872
C 0.872 0.688 -0.780
C 0.846 1.028 0.687
C -0.053 0.010 1.388
O -0.583 -0.858 0.370
H 1.905 0.404 -0.980
H 0.604 1.517 -1.436
H 1.883 0.835 0.961
H 0.633 2.089 0.817
H 0.514 -0.617 2.076
H -0.871 0.524 1.893
C -3.480 -6.286 5.940
C -3.662 -6.370 4.412
C -3.502 -4.985 3.962
O -2.822 -4.345 5.040
C -3.247 -4.771 6.282
H -2.685 -6.900 6.363
H -4.386 -6.514 6.503
H -4.689 -6.606 4.133
H -2.934 -7.028 3.938
H -4.475 -4.530 3.778
H -3.029 -4.925 2.982
H -4.160 -4.216 6.496
H -2.634 -4.686 7.180
C -8.261 1.358 7.469
C -7.728 0.106 6.745
C -6.237 0.498 6.322
O -6.444 1.897 6.123
C -7.447 2.562 6.875
H -8.226 1.261 8.554
H -9.306 1.451 7.171
H -8.388 0.086 5.878
H -7.863 -0.796 7.343
H -5.781 0.122 5.407
H -5.437 0.307 7.037
H -8.157 3.132 6.276
H -7.060 3.089 7.747
C 4.994 -1.684 5.448
C 5.761 -0.512 5.763
C 6.938 -0.554 4.805
O 6.763 -1.806 4.034
C 5.953 -2.697 4.785
H 4.244 -1.394 4.712
H 4.421 -1.985 6.324
H 6.126 -0.574 6.788
H 5.132 0.378 5.755
H 7.815 -0.478 5.447
H 6.697 0.339 4.230
H 6.433 -3.341 5.522
H 5.432 -3.324 4.061
C 7.595 4.879 1.013
C 6.884 3.855 0.136
C 7.312 4.233 -1.322
O 7.771 5.549 -1.186
C 8.408 5.698 0.044
H 8.216 4.534 1.840
H 6.834 5.485 1.505
H 5.833 4.142 0.178
H 7.009 2.810 0.418
H 6.501 4.055 -2.028
H 8.110 3.659 -1.793
H 8.570 6.762 0.217
H 9.462 5.421 0.034
C 4.589 -3.454 -8.578
C 4.578 -3.623 -7.110
C 3.914 -2.345 -6.743
O 4.442 -1.393 -7.618
C 4.614 -1.958 -8.872
H 3.782 -4.040 -9.017
H 5.454 -3.974 -8.990
H 5.535 -3.812 -6.623
H 3.977 -4.450 -6.733
H 4.114 -2.084 -5.704
H 2.829 -2.434 -6.797
H 5.549 -1.560 -9.267
H 3.702 -1.612 -9.359
C 2.308 -6.291 -1.524
C 3.794 -6.086 -1.237
C 3.964 -6.734 0.139
O 2.766 -6.393 0.841
C 1.710 -6.112 -0.108
H 2.219 -7.290 -1.950
H 1.809 -5.628 -2.231
H 4.086 -5.036 -1.274
H 4.243 -6.613 -2.079
H 4.921 -6.629 0.650
H 3.999 -7.823 0.113
H 1.486 -5.053 -0.238
H 0.836 -6.650 0.257
C -5.579 6.830 -1.418
C -5.495 5.808 -0.171
C -4.011 5.623 -0.147
O -3.533 6.942 -0.349
C -4.446 7.730 -1.145
H -6.515 7.376 -1.301
H -5.583 6.187 -2.298
H -6.062 4.887 -0.310
H -5.864 6.203 0.776
H -3.755 5.031 -1.026
H -3.670 5.152 0.776
H -3.980 7.976 -2.099
H -4.828 8.579 -0.578
C 2.551 4.227 -7.207
C 1.552 5.364 -7.561
C 1.127 5.587 -6.155
O 0.823 4.364 -5.671
C 1.662 3.360 -6.264
H 3.374 4.626 -6.613
H 2.923 3.766 -8.122
H 0.654 5.017 -8.072
H 1.994 6.267 -7.983
H 0.377 6.363 -6.004
H 1.906 5.982 -5.503
H 1.304 2.550 -6.899
H 2.167 2.881 -5.425
C -6.998 -1.686 -2.307
C -7.974 -0.725 -1.744
C -7.832 -0.759 -0.285
O -6.645 -1.542 -0.079
C -5.863 -1.753 -1.333
H -6.589 -1.367 -3.265
H -7.492 -2.641 -2.482
H -8.983 -0.957 -2.085
H -7.878 0.319 -2.042
H -8.591 -1.372 0.203
H -7.707 0.252 0.102
H -5.242 -2.648 -1.368
H -5.186 -0.902 -1.408

Calculated values
- ΔE to the lowest compared entry with this formula, charge and spin (eV) = 1.969
- E_tot (a.u.) = -2398.1475
- net charge = 0
- highest occupied orbital energy (eV) = -9.2